1.
39
Properties=species:S:1:pos:R:3:nbo_charge:R:1 method="wB97M-V/def2-TZVPD" e_lumo_ev=-5.3 homo_energy_ev=-11.478 multiplicity=1 energy_ev=-19904.710 orbital_gap_ha=0.2276 relative_energy_ev=2.8587 charge=+1
C -5.08 -1.18 1.17 -0.65
C -3.64 -0.79 1.09 0.09
C -3.28 0.57 1.15 -0.22
C -1.96 0.94 1.05 -0.11
C -0.91 -0.01 0.84 -0.22
C 0.41 0.49 0.61 0.13
C 1.66 -0.12 0.91 -0.12
C 2.83 0.71 0.92 -0.12
C 4.10 0.17 1.01 -0.23
C 4.27 -1.22 1.11 -0.11
C 3.14 -2.05 1.20 -0.22
C 1.86 -1.50 1.19 -0.13
C -1.30 -1.37 0.79 -0.06
C -2.62 -1.75 0.97 -0.25
H -5.20 -2.27 1.19 0.23
H -5.57 -0.77 2.06 0.25
H -5.64 -0.80 0.30 0.25
H -4.07 1.31 1.30 0.24
H -1.69 2.00 1.11 0.23
H 0.46 1.55 0.36 0.24
H 2.69 1.80 0.85 0.23
H 4.97 0.83 1.02 0.24
H 5.27 -1.64 1.17 0.24
H 3.27 -3.13 1.32 0.24
H 1.01 -2.14 1.39 0.22
H -0.57 -2.14 0.55 0.21
H -2.90 -2.81 1.01 0.24
C -0.45 1.91 -2.37 -0.43
N 0.66 1.10 -1.87 -0.25
C 1.94 1.74 -2.19 -0.44
N 0.62 -0.16 -2.53 -0.66
H -0.40 2.90 -1.90 0.21
H -0.40 2.02 -3.47 0.21
H -1.40 1.43 -2.11 0.21
H 1.96 2.73 -1.72 0.21
H 2.77 1.13 -1.79 0.21
H 2.07 1.84 -3.28 0.22
H 1.37 -0.73 -2.13 0.36
H -0.27 -0.60 -2.28 0.36

***

2.
31
Properties=species:S:1:pos:R:3:nbo_charge:R:1 method="wB97M-V/def2-TZVPD" e_lumo_ev="0.5 / 0.4" homo_energy_ev="-2.409 / -10.265" multiplicity=2 energy_ev=-17780.611 s2=0.751 orbital_gap_ha="0.1080 / 0.3907"
O -18.25 -9.64 3.30 -0.85
H -17.62 -9.55 2.58 0.55
H -17.94 -10.22 4.00 0.54
H -19.13 -9.89 3.00 0.54
O -16.51 -9.76 1.37 -1.04
H -16.56 -10.19 0.52 0.48
H -15.66 -9.33 1.38 0.48
O -17.40 -11.60 4.84 -1.15
H -16.88 -12.24 4.36 0.43
H -17.21 -11.77 5.76 0.47
O -19.42 -11.47 0.57 -1.11
H -19.26 -11.99 -0.22 0.45
H -19.64 -12.12 1.24 0.42
O -15.51 -8.55 4.51 -0.98
H -15.75 -7.63 4.56 0.46
H -14.94 -8.69 5.27 0.47
O -20.89 -10.37 3.49 -1.05
H -21.27 -9.80 4.16 0.46
H -21.61 -10.57 2.90 0.47
C -20.87 -7.19 1.77 -0.66
C -19.81 -6.65 0.75 0.09
C -19.25 -5.32 1.12 -0.64
O -18.66 -7.55 0.66 -0.74
H -20.44 -7.42 2.75 0.21
H -21.31 -8.03 1.23 0.21
H -21.65 -6.47 2.00 0.21
H -20.24 -6.64 -0.25 0.16
H -20.04 -4.61 1.37 0.21
H -18.59 -4.82 0.41 0.22
H -18.67 -5.26 2.04 0.21
H -19.04 -8.41 0.44 0.47

***

3.
30
Properties=species:S:1:pos:R:3:nbo_charge:R:1 method="wB97M-V/def2-TZVPD" smiles=O.O.O.O.O.O.O.O.O.O e_lumo_ev=-0.2 homo_energy_ev=-11.335 multiplicity=1 energy_ev=-20798.904 orbital_gap_ha=0.4097 relative_energy_ev=3.7089
O 14.53 5.67 -0.15 -0.94
H 13.83 5.47 -0.76 0.47
H 14.28 5.22 0.66 0.47
O 12.64 -3.11 -4.38 -0.94
H 13.36 -3.50 -4.88 0.47
H 11.98 -3.80 -4.34 0.47
O 16.39 0.21 0.21 -0.94
H 16.59 0.58 1.07 0.47
H 15.56 -0.26 0.33 0.47
O 9.85 1.93 0.63 -0.93
H 10.42 1.86 1.40 0.47
H 10.45 2.14 -0.08 0.47
O 9.97 -0.99 -8.03 -0.94
H 9.59 -1.30 -7.22 0.47
H 10.80 -1.47 -8.12 0.47
O 20.14 0.75 -2.48 -0.94
H 20.85 0.71 -1.84 0.47
H 19.35 0.88 -1.96 0.47
O 12.55 -3.04 0.42 -0.94
H 11.69 -3.42 0.63 0.47
H 12.49 -2.83 -0.51 0.47
O 9.79 3.88 -6.96 -0.94
H 10.68 3.82 -6.61 0.47
H 9.70 3.10 -7.51 0.47
O 13.54 1.90 -3.42 -0.94
H 13.34 1.05 -3.81 0.47
H 14.21 1.72 -2.76 0.47
O 19.02 5.21 0.35 -0.94
H 18.81 5.55 1.23 0.47
H 18.20 5.29 -0.14 0.47

***

4.
6
Properties=species:S:1:pos:R:3:nbo_charge:R:1 method="wB97M-V/def2-TZVPD" e_lumo_ev=-1.4 homo_energy_ev=-11.971 multiplicity=1 energy_ev=-29859.457 orbital_gap_ha=0.3900 relative_energy_ev=0.0754
O 0.45 0.33 -1.04 -0.86
O 1.35 -0.93 -2.91 -0.82
O -0.85 -0.63 1.43 -0.84
O -0.57 1.39 2.74 -0.82
S 0.66 -0.95 -1.69 1.68
S -1.03 0.79 1.48 1.66

***

5.
14
Properties=species:S:1:pos:R:3:nbo_charge:R:1 method="wB97M-V/def2-TZVPD" smiles="CO[C@@H](C)C=O" e_lumo_ev=0.8 homo_energy_ev=-9.679 multiplicity=1 energy_ev=-8371.195 orbital_gap_ha=0.3846 relative_energy_ev=2.0868
C 2.02 -0.12 -0.01 -0.25
O 0.91 -0.29 -0.88 -0.54
C -0.45 -0.02 -0.53 -0.01
C -1.41 -0.96 0.26 -0.64
C -0.64 1.37 0.07 0.41
O -1.63 1.66 0.69 -0.52
H 2.92 -0.30 -0.60 0.20
H 2.13 0.89 0.42 0.17
H 2.01 -0.86 0.81 0.17
H -0.88 0.00 -1.54 0.22
H -1.54 -1.94 -0.20 0.22
H -1.19 -1.07 1.33 0.21
H -2.40 -0.48 0.26 0.24
H 0.16 2.12 -0.08 0.12

***

6.
50
Properties=species:S:1:pos:R:3:nbo_charge:R:1 method="wB97M-V/def2-TZVPD" e_lumo_ev="-3.5 / -3.6" homo_energy_ev="-10.459 / -10.459" multiplicity=2 energy_ev=-108249.892 s2=0.753 orbital_gap_ha="0.2540 / 0.2505" relative_energy_ev=0.0000 charge=+1
Cu -0.33 -0.99 0.29 1.41
O 1.37 -4.86 -3.08 -0.68
C 0.29 -4.34 -3.68 0.46
C -0.06 -4.89 -4.92 -0.30
C -1.16 -4.41 -5.60 -0.14
C -1.95 -3.38 -5.08 -0.26
C -1.60 -2.84 -3.86 -0.13
C -0.49 -3.29 -3.14 -0.28
C -0.19 -2.68 -1.85 0.63
O -0.93 -1.70 -1.42 -0.81
N 0.84 -3.16 -1.16 -0.47
N 0.93 -2.48 0.01 -0.31
C 1.74 -2.75 0.95 0.06
C 1.60 -1.90 2.15 0.16
C 2.40 -1.99 3.26 -0.22
C 2.17 -1.13 4.33 -0.12
C 1.15 -0.20 4.25 -0.25
C 0.39 -0.16 3.10 0.11
N 0.60 -0.99 2.08 -0.55
H 1.49 -4.41 -2.22 0.50
H 0.55 -5.69 -5.31 0.23
H -1.41 -4.85 -6.56 0.22
H -2.81 -3.03 -5.61 0.22
H -2.20 -2.04 -3.43 0.22
H 2.46 -3.56 0.89 0.22
H 3.20 -2.73 3.28 0.24
H 2.79 -1.20 5.21 0.24
H 0.95 0.48 5.06 0.24
H -0.42 0.55 2.97 0.23
C -2.14 1.20 -1.93 -0.83
S -2.54 1.32 -0.20 1.28
C -2.06 3.01 0.05 -0.83
O -1.47 0.55 0.58 -1.07
H -2.94 1.70 -2.48 0.25
H -2.10 0.14 -2.18 0.28
H -1.17 1.67 -2.11 0.24
H -2.63 3.62 -0.66 0.25
H -0.99 3.08 -0.12 0.26
H -2.31 3.28 1.07 0.26
S 1.59 2.27 1.05 -0.19
C 1.08 3.63 1.85 -0.07
N 1.57 4.86 1.71 -0.58
C 1.17 5.87 2.68 -0.23
C -0.21 5.45 3.17 -0.53
S -0.23 3.64 3.02 0.28
H 2.38 4.98 1.13 0.43
H 1.15 6.85 2.22 0.23
H 1.88 5.90 3.51 0.21
H -1.01 5.86 2.55 0.22
H -0.39 5.73 4.20 0.25

***

7.
8
Properties=species:S:1:pos:R:3:nbo_charge:R:1 method="wB97M-V/def2-TZVPD" e_lumo_ev="-4.0 / -3.1" homo_energy_ev="-6.409 / -13.326" multiplicity=2 energy_ev=-33948.095 s2=0.750 orbital_gap_ha="0.0891 / 0.3745" charge=+1
Na -3.19 1.24 1.77 0.52
Na -0.76 -2.68 -1.18 0.69
Na 1.98 2.04 -2.21 0.80
Cl 0.41 -0.10 0.33 2.61
O 0.73 0.03 -1.01 -0.95
O -0.98 -0.03 0.71 -0.93
O 0.65 -1.45 0.69 -0.90
O 1.15 0.95 0.91 -0.84

***

8.
17
Properties=species:S:1:pos:R:3:nbo_charge:R:1 method="wB97M-V/def2-TZVPD" e_lumo_ev=4.1 homo_energy_ev=-3.156 multiplicity=1 energy_ev=-11367.859 orbital_gap_ha=0.2670 relative_energy_ev=3.3070 charge=-1
C 0.54 0.96 0.15 -0.24
N 1.33 -0.27 0.23 -0.62
C 2.57 -0.42 -0.17 0.52
O 3.11 -1.53 -0.30 -0.69
C -0.58 0.72 -0.86 -0.24
N -1.12 -0.63 -0.71 -0.98
C -1.91 -0.62 1.15 0.26
O -1.65 0.29 1.96 -0.74
H 1.20 1.78 -0.15 0.16
H 0.22 1.23 1.17 0.23
H 0.59 -1.01 0.13 0.45
H 3.01 0.57 -0.50 0.08
H -0.18 0.94 -1.86 0.15
H -1.40 1.42 -0.64 0.16
H -1.24 -1.05 -1.64 0.34
H -1.55 -1.73 1.35 0.08
H -2.92 -0.67 0.69 0.09